Below is the ion C4H9IN2 with charge +2 in a non-equilibrium geometry, with properties calculated with wB97M-V/def2-TZVPD.

Kohn-Sham gap	9.4	eV
ΔE to the lowest compared entry with this formula, charge and spin	84.06	kJ/mol
net charge	+2
structure (SMILES)	[NH3+]C1=C([C@H]([NH3+])I)C1
multiplicity	1
E	-564.2392	a.u.
LUMO energy	-7.939	eV

Each line ends with the natural charge from an NBO analysis.
Atoms and positions in Å:
C: -0.039 0.129 -0.332  0.00
C: 0.933 -0.540 -0.887  0.13
C: -0.486 -1.211 -0.847  -0.40
C: -0.730 1.452 0.203  -0.25
N: 2.294 -0.883 -1.260  -0.72
N: -1.531 0.880 1.362  -0.68
I: -1.951 2.327 -1.362  0.33
H: -0.549 -1.976 -0.080  0.21
H: -1.096 -1.436 -1.716  0.25
H: 0.065 2.117 0.470  0.27
H: 3.066 -0.623 -0.621  0.48
H: 2.546 -0.230 -2.081  0.50
H: 2.378 -1.952 -1.346  0.50
H: -0.808 0.339 1.960  0.47
H: -1.946 1.660 1.798  0.46
H: -2.246 0.335 0.999  0.45


Below is the ion C4H9IN3 with charge +1 in a non-equilibrium geometry, with properties calculated with wB97M-V/def2-TZVPD.

Kohn-Sham gap (spin up / spin down)	7.2 / 7.0	eV
ΔE to the lowest compared entry with this formula, charge and spin	614.59	kJ/mol
net charge	+1
multiplicity	1
E	-619.3220	a.u.
LUMO energy (spin up / spin down)	-5.582 / -5.716	eV

Each line ends with the natural charge from an NBO analysis.
Atoms and positions in Å:
C: 1.258 1.393 0.580  0.23
C: -0.157 -0.761 -0.356  0.22
C: 0.229 -1.828 0.526  -0.74
C: -1.718 1.000 -0.954  -0.40
N: -0.002 1.483 0.780  -0.35
N: 1.892 0.520 -0.149  -0.74
N: -0.872 0.395 0.141  -0.32
I: 3.433 -0.634 -0.027  0.59
H: 1.845 2.177 1.210  0.27
H: -0.003 -0.874 -1.458  0.26
H: 0.024 -1.648 1.535  0.25
H: 1.431 -1.947 0.567  0.28
H: 0.114 -2.774 0.197  0.28
H: -2.430 1.715 -0.510  0.25
H: -1.146 1.500 -1.650  0.24
H: -2.364 0.158 -1.352  0.23
H: -1.533 0.122 0.920  0.45


Below is a structure of composition C4H9IN4O in a non-equilibrium geometry, with properties calculated with wB97M-V/def2-TZVPD.

Kohn-Sham gap (spin up / spin down)	8.5 / 5.0	eV
net charge	+2
multiplicity	3
E	-748.8858	a.u.
LUMO energy (spin up / spin down)	-6.866 / -10.908	eV

Each line ends with the natural charge from an NBO analysis.
Atoms and positions in Å:
C: 1.669 0.713 -0.344  -0.13
C: 2.714 0.848 0.470  -0.31
C: -0.770 0.784 -0.206  0.77
C: 0.018 -1.490 -0.061  0.36
N: -0.919 -0.623 -0.226  -0.67
N: 0.391 1.359 -0.084  -0.21
N: -0.468 -2.820 0.031  -0.79
N: 0.461 2.720 -0.037  -0.68
O: -1.869 1.465 -0.237  -0.60
I: 4.420 -0.075 -0.110  0.43
H: 1.765 0.206 -1.295  0.26
H: 2.759 1.247 1.474  0.27
H: -2.014 -0.771 -0.238  0.47
H: -0.584 -2.970 -1.010  0.46
H: -1.473 -3.100 0.467  0.48
H: 0.289 -3.441 0.379  0.49
H: -1.825 2.438 -0.262  0.56
H: 1.370 3.222 -0.195  0.44
H: -0.015 3.298 0.635  0.41


Below is the ion C4H9INO with charge +1 in a non-equilibrium geometry, with properties calculated with wB97M-V/def2-TZVPD.

Kohn-Sham gap	9.7	eV
ΔE to the lowest compared entry with this formula, charge and spin	191.20	kJ/mol
net charge	+1
structure (SMILES)	CC[C@H](O)C(=[NH2+])I
multiplicity	1
E	-585.1581	a.u.
LUMO energy	-4.784	eV

Each line ends with the natural charge from an NBO analysis.
Atoms and positions in Å:
C: 0.388 0.036 -0.139  0.03
C: -2.171 0.963 0.110  -0.65
C: -1.216 0.305 -0.899  -0.32
C: 1.255 -1.084 0.704  0.28
N: 2.467 -1.333 0.468  -0.66
O: 1.362 0.346 -1.145  -0.74
I: 0.285 -1.878 2.414  0.33
H: 0.304 0.758 0.598  0.20
H: -3.224 1.188 -0.120  0.26
H: -1.701 1.877 0.502  0.21
H: -2.324 0.305 1.078  0.21
H: -0.907 1.018 -1.684  0.23
H: -1.636 -0.614 -1.214  0.23
H: 2.862 -1.135 -0.442  0.46
H: 1.419 1.343 -1.184  0.50
H: 2.838 -2.095 0.953  0.43


Below is a structure of composition C4H9INO2S in a non-equilibrium geometry, with properties calculated with wB97M-V/def2-TZVPD.

Kohn-Sham gap	8.4	eV
ΔE to the lowest compared entry with this formula, charge and spin	0.00	kJ/mol
net charge	+1
multiplicity	1
E	-1058.6011	a.u.
LUMO energy	-3.657	eV

Each line ends with the natural charge from an NBO analysis.
Atoms and positions in Å:
C: 0.954 1.478 -0.210  0.33
C: 1.310 0.150 0.033  -0.45
C: -2.200 -2.029 0.648  -0.64
C: -1.388 -0.804 0.152  0.03
N: 2.009 2.430 -0.447  -0.74
O: -0.262 2.098 -0.196  -0.69
O: -1.415 0.267 1.155  -0.77
S: 0.465 -1.272 -0.061  0.31
I: 3.372 -0.398 0.239  0.25
H: -2.254 -2.255 1.709  0.24
H: -3.153 -1.890 0.273  0.23
H: -1.824 -2.887 0.284  0.23
H: -1.814 -0.374 -0.741  0.21
H: 2.988 2.195 0.023  0.47
H: 2.232 2.500 -1.508  0.47
H: 1.676 3.276 0.027  0.46
H: -1.034 1.562 0.199  0.55
H: -1.161 -0.029 2.123  0.52


Below is a structure of composition C4H9IO3SSn in a non-equilibrium geometry, with properties calculated with wB97M-V/def2-TZVPD.

Kohn-Sham gap	6.3	eV
net charge	+2
multiplicity	1
E	-1292.7764	a.u.
LUMO energy	-10.500	eV

Each line ends with the Mulliken charge.
Atoms and positions in Å:
C: 0.570 -1.642 0.563  -0.90
C: 1.156 -0.122 0.530  0.46
C: 1.801 0.094 -0.997  -1.10
C: 0.085 1.084 0.746  -0.52
O: -1.220 0.710 1.299  -0.21
S: -2.511 1.157 0.274  0.85
O: -2.250 0.804 -1.210  -0.49
O: -3.815 0.106 0.739  -0.39
I: -3.502 -1.544 -0.454  0.43
H: 1.172 -2.242 1.401  0.32
H: 0.768 -2.254 -0.443  0.32
H: -0.560 -1.759 0.826  0.19
H: 2.055 -0.072 1.311  0.50
H: 0.985 -0.286 -1.754  0.31
H: 1.959 1.255 -1.161  0.28
H: 2.843 -0.437 -1.110  0.42
H: 0.571 1.846 1.527  0.37
H: 0.008 1.711 -0.267  0.34
Sn: -0.115 1.591 -1.820  0.82